[1]
C19H46Br2InN2O4 as an isolated structure at a distorted geometry, computed with ωB97M-V/def2-TZVPD.

Values from the calculation:
charge	-1
total energy	-176871.7696	eV
orbital gap	6.74	eV

Geometry (Å):
C  5.291  -4.225  1.676
C  4.196  -4.459  2.873
C  3.004  -5.529  2.525
C  3.511  -7.098  2.521
In  1.934  -5.161  0.560
C  -0.269  -4.740  0.905
Br  -0.846  -2.913  0.265
C  -0.765  -5.014  2.457
C  -0.238  -3.886  3.537
Br  -0.351  -6.903  3.071
H  5.882  -5.210  1.372
H  6.112  -3.452  2.037
H  4.801  -3.780  0.703
H  3.694  -3.442  3.231
H  4.757  -4.879  3.833
H  2.198  -5.440  3.375
H  3.570  -7.429  3.666
H  4.509  -7.274  1.936
H  2.650  -7.772  2.055
H  2.717  -3.891  -0.455
H  2.019  -6.721  -0.393
H  -0.880  -5.517  0.236
H  -1.955  -4.956  2.424
H  0.213  -2.927  3.013
H  -1.193  -3.602  4.194
H  0.537  -4.365  4.288
C  -3.026  -0.607  -6.419
O  -1.639  -0.743  -6.139
C  -0.898  0.472  -6.312
C  -0.473  1.061  -4.956
N  -1.620  1.588  -4.213
C  -1.352  1.868  -2.801
C  -0.879  0.702  -1.907
O  -1.876  -0.291  -1.662
C  -2.037  -1.237  -2.711
H  -3.456  -1.611  -6.496
H  -3.541  -0.081  -5.612
H  -3.193  -0.090  -7.371
H  -1.438  1.205  -6.920
H  0.008  0.200  -6.863
H  0.249  1.868  -5.120
H  0.027  0.261  -4.399
H  -2.381  0.917  -4.257
H  -2.282  2.259  -2.376
H  -0.616  2.683  -2.741
H  -0.642  1.127  -0.925
H  0.051  0.243  -2.261
H  -1.094  -1.469  -3.213
H  -2.782  -0.878  -3.423
H  -2.428  -2.164  -2.274
C  0.185  3.407  3.885
O  -0.942  4.273  3.890
C  -0.599  5.659  4.023
C  -0.815  6.413  2.700
N  0.171  6.022  1.689
C  -0.157  6.446  0.325
C  -1.485  5.952  -0.288
O  -1.516  4.553  -0.570
C  -1.798  3.730  0.554
H  -0.175  2.382  4.023
H  0.712  3.453  2.928
H  0.874  3.641  4.704
H  0.416  5.800  4.408
H  -1.287  6.073  4.766
H  -0.736  7.491  2.878
H  -1.834  6.194  2.366
H  0.259  5.011  1.685
H  0.658  6.098  -0.316
H  -0.136  7.546  0.288
H  -1.593  6.449  -1.260
H  -2.363  6.253  0.294
H  -2.497  4.200  1.251
H  -0.868  3.457  1.056
H  -2.252  2.801  0.189

Mulliken atomic charge list, values in e, 2 entries:
1. C -0.82
2. C -0.41

=====

[2]
A 2-piece molecular cluster, C7H13NO overall at a distorted geometry, computed with ωB97M-V/def2-TZVPD.

Values from the calculation:
charge	0
total energy	-11001.9204	eV
energy above the lowest of the compared OMol25 structures with the same formula, charge and spin	562.8	kJ/mol
orbital gap	5.74	eV

Geometry (Å):
C  -0.051  -1.720  -0.026
C  2.093  -1.260  0.623
C  2.214  -1.984  1.933
N  -1.306  -1.326  -0.401
O  0.839  -0.813  0.167
H  0.139  -2.772  0.116
H  2.907  -0.651  0.256
H  -2.077  -1.903  -0.094
H  -1.478  -0.333  -0.314
H  2.941  -1.434  2.537
H  1.287  -2.145  2.498
H  2.639  -2.974  1.721
C  -0.063  1.968  -1.046
C  -1.027  2.141  0.036
C  -0.340  1.678  -2.318
C  -2.351  2.019  -0.051
H  0.981  2.045  -0.761
H  -0.602  2.479  0.976
H  -1.363  1.602  -2.658
H  -2.834  1.654  -0.947
H  0.450  1.560  -3.044
H  -2.999  2.170  0.798

Mulliken atomic charge list, values in e, 2 entries:
1. C -0.05
2. C -0.51

=====

We obtain LUMO energy values of 2.28 0.45 eV for the records listed above, in that order.